[1]
Below is a cluster of 2 separate species, C11H20N4O4 in total at a distorted geometry, with properties calculated with the ωB97M-V functional and the def2-TZVPD basis.

Positions of all 39 atoms, in Å:
C (3.552792, -0.611724, -0.454687)
C (3.090785, 0.831353, -0.596933)
C (2.431301, -1.582574, -0.044442)
C (1.778954, -1.196241, 1.283807)
C (1.396575, -1.777540, -1.153858)
C (-4.020916, -0.226650, 0.682140)
C (-4.713294, -0.440937, -0.678985)
C (-3.520982, 1.209543, 0.939897)
C (-2.156570, 1.516240, 0.397382)
C (-1.113395, 2.158541, 1.000350)
C (-0.555076, 1.568689, -1.046766)
H (5.051603, -1.595325, 0.506822)
H (5.376221, -0.011532, 0.253345)
H (3.874697, -0.892088, -1.478276)
H (2.942990, -2.547105, 0.102756)
H (1.190695, -0.281455, 1.173571)
H (2.540021, -1.032392, 2.053444)
H (1.107927, -1.992871, 1.623158)
H (0.842582, -0.852825, -1.334588)
H (1.869961, -2.086726, -2.094431)
H (0.681897, -2.556037, -0.870861)
H (3.764113, 2.566687, -0.756644)
H (-3.335169, -2.131363, 0.909935)
H (-2.244483, -1.130910, 0.219852)
H (-4.820729, -0.423966, 1.401085)
H (-4.253477, 1.922025, 0.536641)
H (-3.492610, 1.359486, 2.022703)
H (-0.998433, 2.580467, 1.987840)
H (0.043044, 1.443103, -1.939586)
H (0.813583, 2.592804, 0.189281)
H (-3.167303, 0.292669, -1.591997)
N (4.644090, -0.664657, 0.515129)
N (-2.954094, -1.190006, 0.946016)
N (-1.788522, 1.152766, -0.881635)
N (-0.102008, 2.189248, 0.065274)
O (1.956192, 1.226899, -0.713254)
O (4.142003, 1.678858, -0.645007)
O (-5.817120, -0.930943, -0.738981)
O (-4.037851, -0.133523, -1.789500)

Forces on atoms 1 to 2 (eV/Å):
C -0.2077 -0.0761 -0.0790
C 0.3554 -0.1501 -0.0847

Summary:
lowest unoccupied orbital energy = 0.1 eV
relative energy (zero: lowest compared OMol25 entry of this formula, charge and spin) = 111.8 kJ/mol
spin multiplicity = 1
SMILES = N[C@@H](Cc1c[nH]cn1)C(=O)O.CC(C)[C@H](N)C(=O)O
HOMO-LUMO gap = 8.98 eV


[2]
Below is a structure of composition C11H20N4PTc at a distorted geometry, with properties calculated with the ωB97M-V functional and the def2-TZVPD basis.

Positions of all 37 atoms, in Å:
C (0.560262, 0.703959, -3.784708)
C (-0.723038, -0.011541, -3.729908)
C (-0.528138, -1.173041, -2.981008)
C (0.879462, -1.199341, -2.557708)
C (1.568062, -0.106941, -3.173508)
Tc (0.100462, 0.690059, -1.555408)
P (-0.423538, 2.861059, -1.154308)
H (0.740162, 1.623059, -4.346808)
H (-1.659638, 0.334359, -4.169708)
H (-1.282038, -1.916741, -2.718508)
H (2.635762, 0.106859, -3.119708)
H (1.350262, -2.013641, -2.002108)
H (-1.390838, 3.116659, -0.152908)
H (-0.947538, 3.628159, -2.224808)
H (0.627162, 3.707959, -0.723108)
C (-0.649138, 1.141659, 1.387092)
N (-0.238138, 0.167159, 0.353592)
C (-0.882438, -1.174141, 0.432992)
N (-0.875938, -1.708341, 1.812192)
C (-1.404438, -0.696741, 2.755592)
N (-0.582238, 0.532659, 2.725892)
C (0.821162, 0.196359, 3.025692)
N (1.317662, -0.793541, 2.056792)
C (1.169462, -0.259341, 0.683292)
C (0.513062, -2.014941, 2.170092)
H (-1.699138, 1.450059, 1.200092)
H (-0.000638, 2.044859, 1.376992)
H (-0.456538, -1.915541, -0.279008)
H (-1.940338, -1.057141, 0.112392)
H (-1.415138, -1.113941, 3.787892)
H (-2.462638, -0.457641, 2.508592)
H (1.455862, 1.110759, 2.993792)
H (0.909662, -0.200941, 4.061692)
H (1.582762, -0.988641, -0.040908)
H (1.840762, 0.621559, 0.570992)
H (0.571162, -2.430841, 3.201692)
H (0.918362, -2.804241, 1.496792)

Forces on atoms 1 to 2 (eV/Å):
C -0.3590 -0.0239 -0.7220
C 1.0008 0.7713 0.0902

Summary:
lowest unoccupied orbital energy (spin up / spin down) = -2.4 / -4.6 eV
spin multiplicity = 4
HOMO-LUMO gap (spin up / spin down) = 8.74 / 7.10 eV
total charge = +1
<S²> = 3.76


[3]
Below is an isolated molecule of C11H20N6O2, with properties calculated with the ωB97M-V functional and the def2-TZVPD basis.

Positions of all 39 atoms, in Å:
C (4.762616, 2.281984, -0.750448)
H (4.470364, 1.501640, -1.448399)
H (4.557528, 3.249495, -1.203785)
H (5.830264, 2.203949, -0.564070)
C (3.987230, 2.125676, 0.556355)
N (2.562732, 2.211642, 0.360301)
C (1.780013, 1.145920, 0.119529)
N (2.286394, -0.073192, 0.277991)
C (1.430234, -1.076099, 0.071028)
N (1.878695, -2.331056, 0.215049)
C (3.241856, -2.604971, 0.583973)
H (3.722973, -3.218275, -0.182645)
H (3.276074, -3.143367, 1.535110)
H (3.768255, -1.659736, 0.680023)
C (1.019212, -3.468751, 0.022673)
H (1.406569, -4.102876, -0.779473)
H (0.965345, -4.059983, 0.940841)
H (0.027347, -3.112406, -0.240391)
N (0.143862, -0.910756, -0.279838)
C (-0.237133, 0.347085, -0.415040)
N (0.515782, 1.417531, -0.232969)
O (-1.497757, 0.598535, -0.770604)
C (-2.337779, -0.531766, -0.961727)
H (-2.406440, -1.100010, -0.027239)
H (-1.914872, -1.183871, -1.733261)
C (-3.710981, -0.010231, -1.380606)
N (-4.282576, 0.827650, -0.355829)
C (-5.318852, 0.427229, 0.419657)
O (-5.925238, -0.603939, 0.224158)
C (-5.661474, 1.410451, 1.519869)
H (-6.536226, 1.057306, 2.057673)
H (-4.826537, 1.498480, 2.211792)
H (-5.868889, 2.389950, 1.095588)
H (-3.732706, 1.629557, -0.089889)
H (-3.611860, 0.564897, -2.305754)
H (-4.395265, -0.847316, -1.533237)
H (2.159664, 3.099501, 0.104582)
H (4.186742, 1.146392, 0.993497)
H (4.284851, 2.903748, 1.265515)

Forces on atoms 1 to 2 (eV/Å):
C -0.1300 -0.0643 0.2624
H -0.0048 -0.0725 -0.0991

Summary:
lowest unoccupied orbital energy = 0.8 eV
spin multiplicity = 1
SMILES = CCNc1nc(OCCNC(C)=O)nc(N(C)C)n1
HOMO-LUMO gap = 9.47 eV


[4]
Below is a structure of composition C11H20N6O5PSTi, with properties calculated with the ωB97M-V functional and the def2-TZVPD basis.

Positions of all 45 atoms, in Å:
Ti (-0.781997, 0.322638, -0.033655)
N (-0.768630, 1.011531, 2.151366)
N (0.422660, 0.826660, 2.864486)
C (1.505384, 0.258482, 2.307578)
N (2.569902, 0.114141, 3.091449)
S (1.571005, -0.255804, 0.698222)
H (-1.030189, 1.992687, 2.202133)
H (-1.501227, 0.426165, 2.548689)
H (0.409668, 1.048300, 3.849348)
H (2.603621, 0.455842, 4.038096)
H (3.404723, -0.295587, 2.707334)
N (-0.144827, 2.285192, -0.174290)
C (0.174335, 3.333657, -0.583085)
C (0.527097, 4.541319, -1.102342)
C (-0.117649, 4.919056, -2.309437)
N (-0.679621, 5.151896, -3.288163)
C (1.495568, 5.338590, -0.436076)
N (2.294658, 5.947963, 0.124569)
O (-2.337581, -0.459344, 0.429497)
O (-1.210478, -1.214549, 0.845104)
C (1.187964, 2.551964, -5.134826)
C (-0.250065, 2.277479, -4.784836)
O (-0.290825, 1.734917, -3.420271)
P (-1.272658, 0.552029, -3.042975)
O (-0.233857, -0.261313, -1.957108)
C (1.000858, -0.869068, -2.473726)
C (0.759156, -1.621524, -3.759907)
O (-2.017297, 1.109822, -1.672189)
C (-3.398850, 1.594004, -1.716731)
C (-3.429968, 3.080227, -1.467655)
H (1.238797, 2.985347, -6.133677)
H (1.782587, 1.637370, -5.129173)
H (1.617693, 3.265192, -4.432703)
H (-0.708420, 1.553295, -5.462549)
H (-0.835146, 3.193464, -4.774350)
H (1.330660, -1.543846, -1.687909)
H (1.722359, -0.061611, -2.593048)
H (-0.017120, -2.375888, -3.637414)
H (1.684957, -2.126271, -4.036829)
H (0.489694, -0.959510, -4.584294)
H (-3.937068, 1.020280, -0.964717)
H (-3.802378, 1.338230, -2.698227)
H (-3.023222, 3.325183, -0.486197)
H (-4.464844, 3.422149, -1.500826)
H (-2.865110, 3.623071, -2.225994)

Forces on atoms 1 to 2 (eV/Å):
Ti -0.0534 -0.0790 -0.0681
N -0.0108 -0.0087 0.0027

Summary:
lowest unoccupied orbital energy (spin up / spin down) = -4.1 / -4.1 eV
relative energy (zero: lowest compared OMol25 entry of this formula, charge and spin) = 0.0 kJ/mol
spin multiplicity = 1
HOMO-LUMO gap (spin up / spin down) = 7.02 / 7.02 eV
total charge = +1